(1)
Computed, not measured: an isolated molecule of C22H23ClN2O4, with ωB97M-V with the def2-TZVPD basis set.

Geometry as XYZ:
```
52
Properties=species:S:1:pos:R:3:forces:R:3:lowdin_charge:R:1
C -2.566 2.186 -6.193 -0.1 -0.1 -0.2 -0.0880
O -1.985 2.897 -5.125 0.1 0.1 0.2 -0.0812
C -1.044 2.278 -4.365 0.2 0.0 0.2 -0.2748
C -0.592 0.977 -4.557 -0.2 0.1 -0.2 -0.0077
C 0.377 0.448 -3.723 0.2 0.1 0.2 0.0032
C 0.895 1.207 -2.686 -0.2 0.0 -0.2 -0.1838
N 1.884 0.654 -1.827 -0.3 0.2 -0.3 0.1046
C 3.040 1.332 -1.465 0.5 -0.1 0.1 -0.4110
O 3.325 2.444 -1.816 0.0 0.1 0.0 0.1199
C 3.862 0.406 -0.595 0.0 0.0 0.0 -0.0119
C 2.957 -0.789 -0.306 0.2 -0.1 0.2 -0.2068
N 2.520 -0.826 1.082 0.1 0.0 -0.1 -0.1075
C 1.974 -2.114 1.477 -0.1 -0.2 0.2 -0.1647
C 1.783 -2.153 2.990 -0.2 0.1 0.0 -0.0919
C 0.885 -1.024 3.509 0.2 0.1 -0.3 -0.4739
O 1.012 -1.063 4.926 0.1 0.0 0.3 0.0107
C -0.591 -1.162 3.148 0.0 -0.1 0.0 -0.1416
C -1.134 -2.301 2.566 0.0 0.1 0.1 -0.0137
C -2.488 -2.395 2.295 -0.2 0.0 0.0 -0.0871
C -3.327 -1.344 2.619 0.2 0.0 0.0 -0.6754
Cl -5.018 -1.454 2.283 -0.2 0.0 0.0 0.6725
C -2.818 -0.207 3.225 -0.1 0.0 0.0 -0.0942
C -1.463 -0.129 3.486 0.0 -0.1 -0.1 -0.0286
C 1.473 0.291 2.959 -0.1 -0.2 -0.1 -0.0859
C 1.593 0.234 1.442 0.0 0.2 0.2 -0.1543
C 1.779 -0.604 -1.264 0.1 -0.3 0.2 -0.3686
O 0.873 -1.376 -1.445 0.0 -0.1 0.0 0.1243
C 0.445 2.507 -2.483 0.0 -0.1 0.0 0.0031
C -0.511 3.036 -3.320 -0.1 0.0 -0.2 0.0103
H -3.280 2.871 -6.647 0.0 -0.1 0.0 0.0930
H -3.093 1.294 -5.841 0.0 0.0 0.0 0.0961
H -1.818 1.899 -6.938 0.0 0.0 0.0 0.0956
H -0.980 0.363 -5.354 -0.1 0.0 -0.1 0.1041
H 0.723 -0.561 -3.877 0.0 -0.1 0.0 0.1183
H 4.183 0.911 0.315 0.0 0.0 0.0 0.1336
H 4.758 0.121 -1.146 0.0 0.0 0.0 0.1341
H 3.453 -1.741 -0.515 -0.1 0.1 0.0 0.1581
H 2.689 -2.890 1.194 -0.1 0.0 0.0 0.1293
H 1.025 -2.311 0.958 0.1 -0.1 0.0 0.1130
H 1.392 -3.119 3.305 0.0 -0.1 0.0 0.1211
H 2.751 -2.020 3.474 0.0 0.0 0.0 0.1306
H 0.428 -0.401 5.313 0.0 0.0 0.0 0.0949
H -0.511 -3.144 2.319 0.1 -0.1 0.0 0.1080
H -2.889 -3.285 1.837 -0.1 -0.1 0.0 0.1074
H -3.475 0.606 3.492 -0.1 0.1 0.0 0.1062
H -1.093 0.765 3.968 0.1 0.1 0.0 0.1127
H 0.865 1.149 3.245 0.0 0.0 0.1 0.1117
H 2.467 0.416 3.393 0.0 0.0 0.0 0.1319
H 1.975 1.189 1.074 0.0 0.0 0.0 0.1276
H 0.592 0.071 1.005 0.1 0.1 -0.1 0.1396
H 0.851 3.100 -1.679 0.0 0.1 0.1 0.1175
H -0.871 4.044 -3.183 0.0 0.1 0.0 0.1200
```
Positions in Å, forces in eV/Å.

Its LUMO energy is 0.653 eV. The value obtained for the energy above the lowest of the compared OMol25 structures with the same formula, charge and spin is 28.5 kcal per mole. Its HOMO energy is -8.51 eV. Its structure (SMILES) is COc1ccc(N2C(=O)C[C@@H](N3CCC(O)(c4ccc(Cl)cc4)CC3)C2=O)cc1.

(2)
Computed, not measured: a cluster of 2 separate species, FHOS in total, with ωB97M-V with the def2-TZVPD basis set.

Geometry as XYZ:
```
4
Properties=species:S:1:pos:R:3:forces:R:3:lowdin_charge:R:1
O -2.124 0.564 -0.194 -1.6 -0.2 -0.4 -0.6303
F 2.361 0.998 -0.094 -0.3 0.0 0.0 -0.0841
S -0.776 1.025 0.126 1.9 -0.4 0.3 0.8074
H -0.043 -0.155 0.044 0.0 0.6 0.2 -0.0930
```
Positions in Å, forces in eV/Å.

Its LUMO energy (spin up / spin down) is -1.601 / -4.560 eV. The value obtained for the energy above the lowest of the compared OMol25 structures with the same formula, charge and spin is 80.2 kcal per mole. Its HOMO energy (spin up / spin down) is -11.01 / -9.51 eV.

(3)
Computed, not measured: a structure of composition C2H3FOSc, with ωB97M-V with the def2-TZVPD basis set.

Geometry as XYZ:
```
8
Properties=species:S:1:pos:R:3:forces:R:3:mulliken_spin:R:1
H 1.741 -0.764 1.262 -2.6 1.2 -2.1 0.0178
O -1.607 0.583 0.015 2.6 0.1 0.6 -0.0155
C -0.363 0.759 0.303 -2.8 1.7 0.9 0.0129
C 0.622 -0.130 -0.076 4.0 -3.1 1.6 -0.0141
H -0.061 1.647 0.875 -0.2 -0.1 -0.1 0.0016
H 1.601 0.154 -0.458 -0.3 0.4 -0.5 -0.0047
F 0.089 -1.238 -0.783 0.4 0.5 0.4 0.0076
Sc -2.021 -1.010 -1.139 -1.2 -0.6 -0.7 0.9943
```
Positions in Å, forces in eV/Å.

As for the multiplicity: 2. Its charge is +2. Its LUMO energy (spin up / spin down) is -11.288 / -11.252 eV. Its HOMO energy (spin up / spin down) is -17.94 / -20.75 eV.

(4)
Computed, not measured: a structure of composition C6H10NO, with ωB97M-V with the def2-TZVPD basis set.

Geometry as XYZ:
```
18
Properties=species:S:1:pos:R:3:forces:R:3:mulliken_spin:R:1
C -0.896 0.792 1.948 0.7 -0.2 0.1 -0.0011
O -0.864 1.310 3.187 -0.1 0.5 0.8 0.0016
C 0.409 0.984 1.155 0.0 0.5 -1.3 -0.0225
C 0.196 0.765 -0.392 -0.7 2.2 1.5 0.0295
C -0.147 -0.649 -0.666 0.2 -2.1 -0.2 0.0906
C -1.276 -1.064 -1.352 1.0 0.3 0.3 0.1412
C 1.499 -1.404 -1.300 3.3 0.5 -1.7 0.7064
N 0.890 -1.528 -0.142 -2.0 -0.1 0.8 0.1426
H -1.742 1.280 1.300 0.7 -1.0 0.4 -0.0041
H -0.892 -0.326 1.980 -1.3 0.0 -0.3 -0.0003
H 0.742 1.969 1.414 0.0 1.3 -0.4 -0.0034
H 1.268 0.409 1.486 -0.3 -0.9 0.2 0.0000
H -0.742 1.380 -0.605 1.3 -0.2 -0.4 -0.0161
H 1.136 1.093 -0.947 -1.5 -0.3 0.4 0.0023
H -1.983 -0.295 -1.610 -0.3 0.2 -0.4 0.0133
H -1.305 -2.032 -1.875 -0.2 0.3 0.7 -0.0157
H 2.425 -0.674 -1.372 -0.8 -1.2 -0.4 -0.0175
H 1.281 -2.008 -2.209 0.1 0.3 0.0 -0.0466
```
Positions in Å, forces in eV/Å.

As for the multiplicity: 2. Its charge is -2. Its LUMO energy (spin up / spin down) is 6.999 / 6.930 eV. The value obtained for the energy above the lowest of the compared OMol25 structures with the same formula, charge and spin is 27.2 kcal per mole. Its HOMO energy (spin up / spin down) is 2.03 / 1.25 eV.

Computed strongest force on any atom (eV/A) in order:
0.504, 1.982, 5.287, 3.752